The following is a DFT calculation (ωB97M-V with the def2-TZVPD basis set) of a cluster of 3 separate species, C14H25BrN2O6P in total in a non-equilibrium geometry.

ORCA input file:
```
! wB97M-V def2-TZVPD RIJCOSX def2/J DEFGRID3
* xyz -1 1
O 0.7704 -1.4364 -3.1328
C 0.6889 -2.1553 -2.1736
N 0.2199 -2.9198 -1.3180
N -0.6870 -2.2440 -0.4380
C -2.0449 -2.9011 -0.4854
C -2.8054 -2.3402 -1.7419
C -4.0600 -3.1718 -2.1949
C -4.1405 -3.0960 -3.7828
Br -3.8078 -4.8737 -4.6272
P -2.8542 -2.4910 1.1486
O -4.3128 -2.8712 1.2195
C -1.7837 -4.4568 -0.5002
O -1.4826 -4.9612 0.6079
O -1.8289 -5.1776 -1.5461
H -0.8007 -1.2928 -0.8089
H -2.0652 -2.1554 -2.5656
H -3.1898 -1.3114 -1.4651
H -5.0189 -2.7109 -1.8329
H -4.0589 -4.2326 -1.8630
H -5.1401 -2.7247 -4.1277
H -3.3901 -2.3926 -4.2186
H -2.1060 -3.0498 2.2322
H -2.7586 -1.0609 1.2615
C 0.3938 2.6319 -1.8324
C 1.5936 1.7729 -1.4557
C 1.2703 1.3857 -0.0340
O -0.1575 1.3316 0.0583
C -0.7320 1.9231 -1.1060
H 0.2224 2.7072 -2.9068
H 0.5240 3.6438 -1.4357
H 1.6221 0.8710 -2.0737
H 2.5498 2.2893 -1.5508
H 1.6218 2.1318 0.6837
H 1.6959 0.4176 0.2370
H -1.1478 1.1167 -1.7219
H -1.5440 2.5938 -0.8176
C 4.3232 4.0499 3.3736
C 3.9539 3.2473 4.6067
C 2.7674 2.4397 4.1104
O 2.9741 2.2189 2.7097
C 4.0448 3.0565 2.2591
H 5.3523 4.4106 3.3750
H 3.6583 4.9136 3.2797
H 4.7767 2.5777 4.8739
H 3.7179 3.8606 5.4768
H 1.8307 2.9946 4.2290
H 2.6696 1.4803 4.6210
H 4.9147 2.4179 2.0701
H 3.7608 3.5431 1.3236
*
```

Calculated values
LUMO level ... 2.221 eV


The following is a DFT calculation (ωB97M-V with the def2-TZVPD basis set) of the molecule C29H31F3N2O4S in a non-equilibrium geometry.

ORCA input file:
```
! wB97M-V def2-TZVPD RIJCOSX def2/J DEFGRID3
* xyz 0 1
C -2.5260 4.9272 4.6499
C -1.5922 4.9369 3.4796
C -0.2151 4.9061 3.6850
C 0.6592 4.9031 2.6136
C 0.1530 4.9224 1.3280
S 1.2793 4.8977 -0.0623
O 2.4916 5.5656 0.3068
O 0.5761 5.3264 -1.2352
N 1.6650 3.2902 -0.2981
C 2.5453 2.6945 0.6744
C 3.4204 1.6013 0.0536
C 2.7250 0.2542 -0.0381
O 3.1537 -0.7061 0.5752
N 1.6173 0.1825 -0.8164
C 0.8687 -1.0681 -0.8726
C 1.7077 -2.1889 -1.5026
O 0.8207 -3.2127 -1.8885
C 1.4734 -4.3556 -2.3785
C 0.4730 -5.4196 -2.7396
C 0.8994 -6.6053 -3.3274
C -0.0094 -7.5937 -3.6592
C -1.3590 -7.4134 -3.4105
C -1.7841 -6.2279 -2.8270
C -3.2449 -6.0433 -2.5303
F -3.6161 -6.6807 -1.4008
F -3.5944 -4.7594 -2.3636
F -4.0358 -6.5286 -3.5025
C -0.8777 -5.2345 -2.4871
C 0.3417 -1.5065 0.5049
C -0.5214 -0.4445 1.1176
C -1.8078 -0.2177 0.6419
C -2.5943 0.7812 1.1868
C -2.1038 1.5692 2.2145
C -0.8222 1.3557 2.6922
C -0.0374 0.3538 2.1466
C 1.1645 1.2950 -1.6253
C 0.6025 2.4618 -0.8047
C -1.2075 4.9492 1.0992
C -2.0767 4.9632 2.1763
H -3.5384 5.1785 4.3452
H -2.5404 3.9374 5.1071
H -2.1993 5.6365 5.4073
H 0.1710 4.8938 4.6939
H 1.7277 4.9098 2.7585
H 3.1834 3.5071 1.0250
H 1.9793 2.2841 1.5241
H 3.7575 1.9308 -0.9299
H 4.2968 1.4467 0.6849
H 0.0091 -0.9075 -1.5292
H 2.2472 -1.7991 -2.3809
H 2.4457 -2.5607 -0.7813
H 2.1680 -4.7513 -1.6175
H 2.0749 -4.1001 -3.2676
H 1.9511 -6.7523 -3.5251
H 0.3326 -8.5101 -4.1146
H -2.0762 -8.1771 -3.6686
H -1.2092 -4.3143 -2.0350
H -0.2305 -2.4223 0.3485
H 1.1896 -1.7246 1.1527
H -2.1985 -0.8374 -0.1525
H -3.5950 0.9420 0.8138
H -2.7195 2.3435 2.6451
H -0.4358 1.9707 3.4924
H 0.9593 0.1775 2.5259
H 0.3834 0.9289 -2.2923
H 1.9851 1.6753 -2.2415
H 0.0086 3.1069 -1.4536
H -0.0322 2.0730 0.0047
H -1.5647 4.9827 0.0824
H -3.1422 5.0010 2.0022
*
```

Calculated values
LUMO level ... 0.582 eV
Structure (SMILES) ... Cc1ccc(S(=O)(=O)N2CCC(=O)N([C@@H](COCc3cccc(C(F)(F)F)c3)Cc3ccccc3)CC2)cc1
ΔE to the lowest compared entry with this formula, charge and spin ... 0.0 kcal per mole


The following is a DFT calculation (ωB97M-V with the def2-TZVPD basis set) of a structure of composition C2H3CoO2 in a non-equilibrium geometry.

ORCA input file:
```
! wB97M-V def2-TZVPD RIJCOSX def2/J DEFGRID3
* xyz 0 5
O 1.6194 -2.0703 -0.5403
Co 1.3547 -0.2183 -0.5574
O 2.7471 -1.2663 0.0757
C -1.3500 0.4089 0.4467
C -0.2507 0.9035 -0.1685
H -2.3617 0.8165 0.3007
H -1.2811 -0.3814 1.2060
H -0.4776 1.8073 -0.7630
*
```

Calculated values
LUMO level (alpha / beta) ... -0.053 / -1.909 eV
⟨S²⟩ ... 6.02
ΔE to the lowest compared entry with this formula, charge and spin ... 52.4 kcal per mole


The following is a DFT calculation (ωB97M-V with the def2-TZVPD basis set) of a cluster of 2 separate species, C5H8N3O2 in total in a non-equilibrium geometry.

ORCA input file:
```
! wB97M-V def2-TZVPD RIJCOSX def2/J DEFGRID3
* xyz 1 1
C 1.7505 -0.6097 2.4945
C 2.7506 1.0718 1.8119
C -1.9848 0.2591 -0.6593
C -2.0021 -1.1866 -0.7837
C -0.2331 1.8130 -0.8341
N 1.3935 -0.4693 1.2539
N 2.0149 0.6468 0.7733
N -0.4596 0.6250 -0.8038
O -2.7233 1.1341 -0.4480
O 2.6510 0.2576 2.8500
H 1.7219 -1.4654 3.1722
H 3.4430 1.9552 1.7843
H -1.0816 -1.4921 -0.2554
H -2.9872 -1.5423 -0.4518
H -1.9751 -1.3963 -1.8442
H -1.1181 2.5363 -0.9929
H 0.7686 2.2593 -0.7614
H 0.3220 0.0193 -0.5729
*
```

Calculated values
LUMO level ... -4.621 eV
ΔE to the lowest compared entry with this formula, charge and spin ... 53.1 kcal per mole